Below is 2 unconnected molecules or ions with the total composition C5H5NO in a non-equilibrium geometry, with properties calculated with the ωB97M-V functional and the def2-TZVPD basis.

```
12
Properties=species:S:1:pos:R:3:forces:R:3
N 0.815062 -2.075414 -1.856411 -0.2026 1.0566 0.4189
C 0.626056 -1.021356 -1.416932 0.2085 -0.8928 -0.2908
C 0.388818 0.293374 -0.850147 0.0331 -0.0206 -0.0497
C 1.288482 0.777354 0.276447 0.3068 0.0122 0.0507
C -0.105193 0.399446 0.548147 0.0794 -0.1148 0.3141
C -0.700518 -0.339927 1.447435 0.0358 -0.1709 0.7682
O -1.258842 -0.869073 2.319951 0.4569 0.3807 -0.6811
H 0.060333 1.031947 -1.580512 -0.0500 -0.1125 0.2228
H 2.060390 0.103396 0.629432 0.0958 0.1305 -0.1745
H 1.516386 1.839477 0.290178 0.0639 -0.1601 -0.0407
H -2.452238 -0.425359 0.120654 -0.4876 0.0824 -0.3032
H -2.238738 0.286138 0.071759 -0.5401 -0.1908 -0.2347
```
Positions in Å, forces in eV/Å.

* structure (SMILES): N#C[C@@H]1CC1=C=O.[H][H]
* E_LUMO: 0.014 Ha
* calculated total energy: -8799.7023 eV

Charges per atom according to natural (NBO) partitioning, unit e: -0.30, 0.27, -0.30, -0.33, -0.40, 0.76, -0.44, 0.26, 0.23, 0.23, -0.01, 0.02